Computed, not measured: a structure of composition C6O6Tb, with ωB97M-V/def2-TZVPD.

```
13
Properties=species:S:1:pos:R:3:forces:R:3:lowdin_charge:R:1
O 0.000 3.614 -1.382 -0.01 -4.88 1.75 0.2819
C 0.000 2.534 -0.982 0.05 7.49 -2.97 0.0342
Tb 0.000 0.412 0.018 -0.11 1.07 -0.84 1.2802
O 0.000 -1.389 -3.019 0.00 1.98 4.27 0.2902
C 0.000 -0.889 -1.986 0.00 -3.20 -6.18 -0.0174
C 0.000 -2.102 0.704 0.04 -3.43 1.27 -0.0012
O 0.000 -3.179 1.054 -0.01 2.81 -0.97 0.2756
C -2.176 -0.204 -0.010 -8.60 -1.44 0.04 -0.0324
O -3.321 -0.306 0.021 4.92 0.33 -0.14 0.3093
C 2.176 -0.205 -0.009 8.63 -1.58 0.06 -0.0348
O 3.321 -0.306 0.021 -4.91 0.37 -0.14 0.3083
O 0.000 1.236 3.309 0.00 -1.70 -3.68 0.3086
C 0.000 0.784 2.261 0.00 2.19 7.51 -0.0026
```
Forces are in eV/Å.

Its highest occupied orbital energy (alpha / beta) is -27.28 / -25.37 eV. As for the net charge: +3. The LUMO energy (alpha / beta) comes out at -0.5938 / -0.5818 hartree. The frontier orbital gap (alpha / beta) is 0.4087 / 0.3506 Ha. The spin multiplicity is 7.